1.
Here is a cluster of 2 separate species, C5H5BrF2 in total from OMol25. Energies are from ωB97M-V with the def2-TZVPD basis set.

Each line ends with the Mulliken charge.
Positions of all 13 atoms, in Å:
1 C 2.48359 -1.94967 -0.43892  -0.619
2 C 1.88813 -0.83658 -0.26900  -0.051
3 C -1.17464 1.08500 1.12738  -0.892
4 C -0.72327 0.12205 -0.04301  -0.235
5 C -1.20848 1.48101 -0.32978  0.838
6 F -0.18284 2.39653 -0.62047  -0.276
7 F -2.36847 1.69143 -1.02026  -0.272
8 Br -2.02499 -1.24005 -0.29938  -0.158
9 H 3.58938 -1.77187 -0.69849  0.232
10 H 2.11186 -3.05485 -0.49932  0.268
11 H 0.19378 -0.09698 -0.38959  0.617
12 H -2.10605 0.81742 1.63339  0.286
13 H -0.47800 1.35654 1.84744  0.262

Properties
LUMO in eV: -0.790
Energy above the lowest of the compared OMol25 structures with the same formula, charge and spin in kcal/mol: 102.16
Total energy in eV: -80737.28687



2.
Here is a cluster of 2 separate species, C4H12 in total from OMol25. Energies are from ωB97M-V with the def2-TZVPD basis set.

Each line ends with the Mulliken charge.
Positions of all 16 atoms, in Å:
1 C 1.51009 0.84516 0.61402  -0.333
2 C 0.44783 1.47977 1.52615  -0.879
3 H 0.98822 0.09093 0.03313  -0.292
4 H 1.89174 1.55366 -0.13740  0.279
5 H 2.37103 0.59071 1.23368  0.310
6 H 0.85116 1.99050 2.39744  0.316
7 H -0.42049 0.82879 1.66485  0.242
8 H -0.15885 2.23496 0.99929  0.265
9 C -1.34105 -1.32241 -0.41546  -0.810
10 C -0.55965 -1.10111 -1.71771  -0.661
11 H -1.87315 -0.48402 0.01635  0.245
12 H -1.93682 -2.22634 -0.33230  0.368
13 H -0.52443 -1.53241 0.30523  0.235
14 H 0.25838 -0.43472 -1.49726  0.225
15 H -1.05899 -0.45660 -2.46042  0.256
16 H -0.44503 -2.05688 -2.22960  0.233

Properties
LUMO in eV: 1.194
Energy above the lowest of the compared OMol25 structures with the same formula, charge and spin in kcal/mol: 20.12
SMILES: CC.CC
Total energy in eV: -4341.65560



3.
Here is a structure of composition C22H44N3O2P3Rh from OMol25. Energies are from ωB97M-V with the def2-TZVPD basis set.

Each line ends with the Mulliken charge.
Positions of all 75 atoms, in Å:
1 Rh 0.79156 1.04879 -2.29260  -1.490
2 P 1.46700 0.99578 -0.06827  1.672
3 P -1.07438 2.25871 -1.80107  1.378
4 P 2.36123 -0.40058 -2.91891  0.915
5 H -2.61800 -2.56901 -0.85525  0.188
6 C -1.63927 -3.06824 -0.82593  -0.822
7 C -0.78370 -2.83257 0.19042  0.537
8 H -1.08274 -2.09563 0.93812  -0.509
9 C 0.52566 1.21774 1.50968  -0.830
10 C 2.42123 2.56094 -0.00599  -1.525
11 C 2.68515 -0.16953 0.68679  -1.528
12 C -2.77207 1.68395 -2.31688  -1.424
13 C -1.42075 3.27632 -0.30238  -1.060
14 C -0.35485 3.29817 -3.13668  -1.531
15 C 2.56836 -2.10210 -2.23677  -1.065
16 C 3.93898 0.49703 -2.71816  -1.323
17 C 2.03567 -0.61158 -4.69562  -0.941
18 H -1.49778 -3.86669 -1.54246  0.398
19 H 0.21290 -3.26875 0.28209  0.368
20 H 0.58636 0.32773 2.16257  0.334
21 H -0.53843 1.37290 1.32009  -0.206
22 H 0.87542 2.07183 2.13552  0.499
23 H 1.77440 3.41929 -0.20226  0.335
24 H 3.20615 2.55413 -0.76405  0.337
25 H 2.88903 2.70934 0.96405  0.473
26 H 2.19457 -1.11929 0.92054  0.317
27 H 3.09546 0.20241 1.64082  0.478
28 H 3.54430 -0.39067 0.05009  0.453
29 H -2.87973 1.84863 -3.39892  0.479
30 H -3.54536 2.25488 -1.77837  0.617
31 H -2.89140 0.61715 -2.05871  0.163
32 H -1.85082 4.25066 -0.60549  0.495
33 H -0.50045 3.46639 0.27772  0.284
34 H -2.15514 2.75942 0.34979  0.156
35 H -1.19225 3.98286 -3.27059  0.468
36 H -0.17590 2.75624 -4.06888  0.442
37 H 0.53461 3.86244 -2.84508  0.389
38 H 3.31871 -2.63718 -2.82812  0.486
39 H 1.61954 -2.65476 -2.28362  0.152
40 H 2.90836 -2.06962 -1.19540  0.304
41 H 4.67574 0.08632 -3.40547  0.490
42 H 4.31214 0.39456 -1.69980  0.305
43 H 3.74354 1.54305 -2.94959  0.389
44 H 2.90636 -1.08410 -5.15823  0.507
45 H 1.86614 0.38648 -5.11807  0.325
46 H 1.12718 -1.22063 -4.83311  0.249
47 C -1.56415 -1.04044 -4.38917  1.046
48 C -2.82785 -0.68836 -4.91922  -0.577
49 C -3.40457 -1.45233 -5.93680  -0.499
50 C -2.80997 -2.64994 -6.36245  -0.498
51 C -1.64316 -3.04699 -5.71891  -0.612
52 C -1.07065 -2.31515 -4.67898  -0.269
53 O -0.83809 0.00152 -3.90222  0.004
54 H -0.02803 -0.15159 -3.10114  0.495
55 H -3.34554 0.18889 -4.52025  0.189
56 H -4.34352 -1.12136 -6.37974  0.448
57 H -3.24654 -3.20674 -7.20171  0.450
58 H -1.20279 -3.99666 -6.02389  0.439
59 H -0.30051 -2.76566 -4.06563  0.456
60 C -5.49325 0.91830 2.18569  -1.061
61 N -4.20520 0.39823 2.60891  0.033
62 C -3.92405 0.33557 3.93592  -0.242
63 C -2.74788 -0.19400 4.33765  -0.956
64 C -1.90675 -0.71249 3.32697  0.913
65 N -2.18937 -0.68037 2.04287  -0.142
66 C -3.30508 -0.03834 1.61641  0.387
67 O -3.57460 0.17379 0.40339  -0.300
68 N -0.67362 -1.21686 3.66711  -0.333
69 H -5.56171 0.80143 1.09924  0.296
70 H -5.58936 1.98405 2.46445  0.385
71 H -6.29362 0.34651 2.68621  0.416
72 H -4.71489 0.73021 4.59189  0.486
73 H -2.44396 -0.24858 5.37587  0.437
74 H -0.55639 -1.44618 4.62837  0.270
75 H -0.29447 -1.89486 3.01307  0.212

Properties
Multiplicity: 5
LUMO (spin up / spin down) in eV: -7.937 / -12.896
Energy above the lowest of the compared OMol25 structures with the same formula, charge and spin in kcal/mol: 97.77
Total charge: +3
Total energy in eV: -62936.75294



4.
Here is a structure of composition C28H29CrN6O3Sb from OMol25. Energies are from ωB97M-V with the def2-TZVPD basis set.

Each line ends with the Mulliken charge.
Positions of all 68 atoms, in Å:
1 Cr 0.74901 0.60103 1.25046  -1.044
2 O 1.87201 -0.78670 -2.87125  -0.690
3 C 1.27933 -1.98707 -2.75815  0.090
4 C 1.41851 -2.86277 -3.83578  -0.633
5 C 0.85095 -4.11791 -3.78945  -0.330
6 C 0.12123 -4.53548 -2.67447  -1.003
7 C -0.04615 -3.66791 -1.62119  0.023
8 C 0.52076 -2.38383 -1.64123  0.078
9 C 0.30102 -1.48364 -0.51231  1.160
10 O 1.06137 -0.43532 -0.38736  -0.532
11 N -0.66667 -1.77616 0.35529  -1.485
12 N -0.65748 -0.84692 1.33548  1.260
13 C -1.47167 -0.86507 2.32546  -0.747
14 C -1.28606 0.20980 3.30561  0.974
15 C -2.08462 0.36129 4.42570  -1.067
16 C -1.82704 1.41422 5.29221  -0.277
17 C -0.78492 2.28315 5.01657  -1.022
18 C -0.02612 2.06964 3.87732  -0.176
19 N -0.26606 1.05982 3.04458  0.814
20 H 1.74900 -0.30286 -2.03707  0.335
21 H 1.99305 -2.53150 -4.69014  0.502
22 H 0.98046 -4.78806 -4.62955  0.415
23 H -0.31367 -5.52443 -2.64333  0.419
24 H -0.62335 -3.95647 -0.75395  0.457
25 H -2.23603 -1.62792 2.43081  0.415
26 H -2.89208 -0.33377 4.60963  0.496
27 H -2.43816 1.55344 6.17372  0.439
28 H -0.55715 3.11485 5.66697  0.444
29 H 0.79852 2.71792 3.60840  0.501
30 O 2.66789 4.03011 0.35469  -0.714
31 C 1.87637 3.13001 0.56246  -0.251
32 N 2.09197 1.99170 1.24996  0.625
33 C 3.42135 1.71430 1.74377  -0.792
34 C 3.41868 0.33636 2.34670  0.376
35 C 4.53641 -0.19883 2.97230  -0.998
36 C 4.48287 -1.48312 3.47558  -0.268
37 C 3.30909 -2.21685 3.34425  -1.057
38 C 2.23489 -1.62696 2.72027  -0.482
39 N 2.28279 -0.37438 2.23823  0.713
40 C 0.46091 3.17474 0.02675  0.581
41 C -0.02097 4.27337 -0.65069  -0.672
42 C -1.33540 4.25337 -1.09522  -0.462
43 C -2.11537 3.13399 -0.85279  -0.921
44 C -1.55463 2.06154 -0.18260  -0.575
45 N -0.29465 2.08396 0.25418  0.942
46 H 3.74466 2.44919 2.48876  0.465
47 H 4.16204 1.75718 0.93725  0.451
48 H 5.43587 0.39680 3.04981  0.536
49 H 5.34712 -1.91501 3.96203  0.435
50 H 3.22963 -3.22841 3.71425  0.438
51 H 1.30118 -2.15755 2.58447  0.564
52 H 0.64255 5.11217 -0.80744  0.586
53 H -1.74718 5.10233 -1.62439  0.466
54 H -3.14105 3.07588 -1.18676  0.522
55 H -2.12002 1.15877 0.00973  0.701
56 C -1.89906 -0.11554 -5.27634  -1.238
57 Sb -2.00274 -0.19445 -3.14060  0.453
58 C -3.90839 0.80362 -3.00320  -1.428
59 C -2.81971 -2.17399 -3.06013  -1.311
60 H -2.82770 -0.48265 -5.71124  0.374
61 H -1.06989 -0.73334 -5.61894  0.328
62 H -1.72625 0.90876 -5.60326  0.370
63 H -4.63622 0.30122 -3.63927  0.479
64 H -3.81019 1.83755 -3.33538  0.366
65 H -4.27821 0.79563 -1.97682  0.403
66 H -2.11490 -2.86824 -3.51678  0.318
67 H -3.76449 -2.20827 -3.60140  0.508
68 H -2.97722 -2.47630 -2.02518  0.351

Properties
Multiplicity: 4
LUMO (spin up / spin down) in eV: -3.730 / -4.022
Energy above the lowest of the compared OMol25 structures with the same formula, charge and spin in kcal/mol: 0.00
Total charge: +1
Total energy in eV: -79546.61129



5.
Here is a structure of composition C23H33AlBr2F3N4O4S from OMol25. Energies are from ωB97M-V with the def2-TZVPD basis set.

Each line ends with the Mulliken charge.
Positions of all 71 atoms, in Å:
1 C -1.74015 1.88608 4.08573  -1.017
2 C -1.31788 0.48310 3.44360  -0.471
3 N -0.43625 0.60406 2.27098  0.452
4 C -1.02585 1.40736 1.18630  -1.260
5 C -0.29984 1.28898 -0.20717  -0.827
6 C -0.34487 -0.14582 -0.85523  1.655
7 C -1.84627 -0.56200 -1.20481  -0.803
8 C -2.59445 0.52283 -2.08315  -1.210
9 C -3.62925 -0.02997 -3.13301  0.664
10 F -3.22824 -1.18752 -3.78785  -0.301
11 Br -5.48261 -0.22236 -2.38895  -0.104
12 C -3.75292 1.09377 -4.29519  0.427
13 F -2.69736 1.02246 -5.17236  -0.202
14 F -3.65247 2.35379 -3.70648  -0.216
15 Br -5.46944 1.09837 -5.27181  -0.152
16 C 0.37698 -0.33314 -2.31772  -0.437
17 O 1.60735 -1.08070 -2.30264  -0.578
18 Al 2.09296 -0.76803 -0.53000  -0.211
19 C 3.60233 -1.85292 0.29936  -0.806
20 C 4.97381 -1.04999 0.21112  -0.699
21 C 4.94721 0.35300 0.93375  0.462
22 C 5.87176 1.43729 0.27466  -1.004
23 S 5.27272 2.08798 -1.33493  -0.162
24 C 4.12710 3.43616 -1.03036  0.504
25 N 3.52054 3.77930 0.11755  -0.005
26 N 2.72758 4.84401 -0.22185  -0.581
27 C 2.88076 5.10739 -1.51270  0.017
28 O 3.78852 4.22214 -2.11036  -0.318
29 O 0.34028 -1.08443 -0.01530  -0.616
30 C 0.86138 1.05349 2.65871  0.452
31 C 1.84312 0.06252 3.40688  -1.192
32 O 1.28137 2.18358 2.49207  -0.577
33 H -1.10430 2.72932 3.72885  0.301
34 H -1.68049 1.75141 5.20396  0.307
35 H -2.82125 2.07329 3.86346  0.289
36 H -2.22792 -0.14442 3.25560  0.194
37 H -0.72563 -0.06340 4.23256  0.509
38 H -2.12427 1.20031 1.04971  0.704
39 H -0.96967 2.50179 1.47646  0.386
40 H 0.74631 1.67701 -0.06124  0.081
41 H -0.79253 2.05408 -0.88112  0.425
42 H -1.87347 -1.55880 -1.71721  0.244
43 H -2.35911 -0.73475 -0.21770  0.335
44 H -3.17609 1.21298 -1.40953  0.395
45 H -1.83180 1.16465 -2.60157  0.481
46 H 0.74177 0.67914 -2.70011  0.153
47 H -0.35054 -0.66273 -3.10991  0.173
48 H 2.57725 0.76494 -0.63917  -0.043
49 H 3.68803 -2.90695 -0.08920  0.419
50 H 3.37058 -1.96385 1.40648  0.147
51 H 5.73411 -1.68035 0.76471  0.305
52 H 5.28262 -0.97779 -0.86585  0.351
53 H 3.91318 0.76725 1.07486  -0.514
54 H 5.33204 0.17452 1.98399  0.404
55 H 6.00783 2.28441 0.99513  0.454
56 H 6.88231 0.98239 0.07971  0.416
57 H 2.38188 5.88648 -2.11487  0.375
58 H 1.64085 0.18296 4.51121  0.465
59 H 1.74407 -0.99172 3.05776  0.150
60 H 2.88194 0.45880 3.24824  0.216
61 N -3.41339 -2.93422 -0.19029  0.003
62 C -3.61284 -3.65070 -1.29897  0.019
63 C -4.08130 -4.95580 -1.30288  -0.955
64 C -4.35288 -5.55746 -0.08529  -0.068
65 C -4.14987 -4.83636 1.08027  -0.689
66 C -3.68355 -3.53528 0.97227  -0.065
67 H -3.38174 -3.13743 -2.22663  0.318
68 H -4.22764 -5.48629 -2.23487  0.380
69 H -4.71862 -6.57717 -0.04472  0.364
70 H -4.35000 -5.27227 2.05068  0.376
71 H -3.51380 -2.92876 1.85637  0.308

Properties
LUMO in eV: 1.981
Total charge: -1
Total energy in eV: -204206.33528